C21H27N3OS | ωB97M-V with the def2-TZVPD basis set

Output
HOMO-LUMO gap: 8.03 eV
Structure (SMILES): Cc1ccc(NC(=S)N/N=C/c2ccc(OCCC(C)C)cc2)c(C)c1
Relative energy (zero: lowest compared OMol25 entry of this formula, charge and spin): 30.3 kcal/mol
Lowest unoccupied orbital energy: 0.26 eV
Net charge: 0
2S+1: 1
DFT total energy: -1454.1042 Ha

Element x y z (Å)
C (7.764112, 2.955646, 0.433011)
C (6.530766, 2.113096, 0.313722)
C (5.422640, 2.337708, 1.119209)
C (4.304020, 1.537029, 1.002618)
C (4.270967, 0.496089, 0.082396)
N (3.097450, -0.284015, 0.002034)
C (2.988966, -1.600626, 0.253188)
S (4.212126, -2.642103, 0.629162)
N (1.712634, -2.088382, 0.209306)
N (0.664005, -1.289161, -0.012461)
C (-0.518865, -1.771991, 0.000144)
C (-1.677626, -0.946220, -0.229367)
C (-1.562593, 0.416217, -0.531979)
C (-2.680409, 1.185058, -0.738723)
C (-3.962291, 0.627425, -0.649653)
O (-4.984710, 1.483743, -0.888585)
C (-6.323720, 1.052183, -0.731855)
C (-6.727065, 0.987250, 0.743889)
C (-8.140302, 0.447266, 1.000841)
C (-8.267855, -1.028709, 0.627134)
C (-9.207841, 1.274089, 0.287471)
C (-4.085098, -0.728610, -0.352976)
C (-2.955975, -1.497300, -0.150514)
C (5.357290, 0.276515, -0.768027)
C (5.326082, -0.778085, -1.826381)
C (6.472610, 1.089238, -0.621515)
H (8.024007, 3.390956, -0.530878)
H (8.605718, 2.345844, 0.759745)
H (7.619846, 3.758656, 1.151253)
H (5.435056, 3.137205, 1.845468)
H (3.445162, 1.706788, 1.636698)
H (2.207795, 0.205651, 0.001816)
H (1.594252, -3.083629, 0.402054)
H (-0.693592, -2.836804, 0.192127)
H (-0.578705, 0.851442, -0.603117)
H (-2.600772, 2.234419, -0.975438)
H (-6.476391, 0.090346, -1.232675)
H (-6.911475, 1.812149, -1.251828)
H (-6.006781, 0.362125, 1.277421)
H (-6.648000, 1.995841, 1.155877)
H (-8.311931, 0.532974, 2.080459)
H (-8.181452, -1.170703, -0.447556)
H (-7.499650, -1.619470, 1.121679)
H (-9.238743, -1.408725, 0.936321)
H (-10.198643, 0.965204, 0.612595)
H (-9.088805, 2.331232, 0.512413)
H (-9.148871, 1.138716, -0.789586)
H (-5.052838, -1.198961, -0.279945)
H (-3.069191, -2.547683, 0.078182)
H (4.336475, -0.845441, -2.275441)
H (6.057197, -0.563665, -2.601611)
H (5.557818, -1.750839, -1.392196)
H (7.322876, 0.922458, -1.267996)

Forces on the atoms, in the same order (eV/Å):
C 0.0 0.0 0.0
C -0.1 0.0 0.0
C 0.1 0.0 -0.1
C -0.1 -0.2 -0.1
C 0.4 0.2 0.1
N -0.7 0.0 0.0
C 0.1 -0.1 0.1
S 0.3 -0.3 0.2
N 0.0 -0.7 0.1
N -0.7 0.5 -0.1
C 0.9 -0.4 0.1
C -0.7 0.4 -0.1
C -0.1 -0.2 0.0
C -0.2 0.0 0.0
C 0.2 -0.1 0.0
O 0.3 0.1 0.0
C -0.4 -0.1 0.3
C 0.0 0.0 -0.2
C 0.1 0.0 -0.1
C 0.0 0.2 0.2
C 0.1 -0.1 0.2
C -0.4 0.3 -0.1
C 0.5 0.1 0.0
C -0.1 0.0 0.0
C 0.1 -0.1 0.0
C -0.1 0.0 0.1
H 0.1 0.1 0.0
H 0.1 0.0 0.0
H 0.0 0.1 0.0
H 0.0 0.1 0.1
H -0.1 0.0 0.1
H 0.2 -0.1 -0.1
H 0.1 0.3 0.0
H 0.1 0.0 0.0
H 0.1 0.1 0.0
H 0.0 0.1 0.0
H 0.0 0.1 0.0
H 0.0 -0.2 0.0
H 0.0 0.0 0.0
H 0.1 0.0 0.0
H 0.0 0.0 -0.1
H 0.0 -0.1 -0.1
H 0.1 -0.1 0.0
H -0.1 -0.1 0.0
H -0.1 0.0 0.0
H 0.0 0.2 0.0
H 0.0 0.0 -0.2
H -0.1 0.0 0.0
H 0.0 -0.1 0.0
H 0.0 -0.1 -0.1
H 0.0 0.1 -0.1
H 0.0 0.0 -0.1
H 0.1 0.0 -0.1